{
  "formula": "C4H8O",
  "method": "the ωB97M-V functional and the def2-TZVPD basis",
  "homo_lumo_gap_ev": 10.0,
  "smiles": "C=COCC",
  "lumo_energy_ev": 1.1,
  "total_energy_ev": -6323.9919,
  "e_above_lowest_kcal_mol": 27.1,
  "elements": ["C", "C", "C", "C", "O", "H", "H", "H", "H", "H", "H", "H", "H"],
  "positions_angstrom": [[-1.71262, -0.58875, -0.00321], [-0.51253, -0.13485, -0.80976], [1.49866, 0.99700, 0.80962], [1.64935, -0.16849, 0.18682], [0.65594, -0.86338, -0.41544], [-1.61407, -0.30023, 1.04901], [-1.78668, -1.67768, -0.05551], [-2.63686, -0.15140, -0.39732], [-0.62967, -0.35074, -1.87465], [-0.37089, 0.94926, -0.71799], [2.34563, 1.58488, 1.12725], [0.50775, 1.38746, 1.00607], [2.60601, -0.68307, 0.09513]],
  "nbo_charge": [-0.63, -0.07, -0.56, 0.17, -0.51, 0.21, 0.22, 0.21, 0.18, 0.18, 0.22, 0.20, 0.19]
}